Here is CH2N2S4 in the gas phase from the OMol25 dataset. Energies are from ωB97M-V/def2-TZVPD.

```
9
Properties=species:S:1:pos:R:3:forces:R:3:nbo_charge:R:1
S -2.00435 -0.76390 0.21849 0.894 0.031 2.330 0.227
S -0.60294 0.25368 2.16133 -0.088 -0.676 -2.947 0.345
S 1.95876 -0.60995 0.89765 -1.309 -0.472 -0.946 0.225
S -1.11133 0.00919 -2.45737 0.081 -0.380 0.830 -0.112
N 0.04653 0.82211 -0.25246 2.667 0.626 0.354 -0.460
N 0.61316 0.45433 0.96754 -1.434 0.879 2.341 -0.548
C -0.90145 -0.02150 -0.78829 -0.013 1.397 -2.322 -0.217
H 0.85354 1.20690 -0.82313 -1.933 -0.779 0.103 0.423
H 1.14808 -1.35086 0.07623 1.135 -0.626 0.257 0.117
```
Forces are in eV/Å.

Properties
HOMO-LUMO gap (alpha / beta) = 6.5 / 6.5 eV
E_HOMO (alpha / beta) = -0.31551 / -0.31550 hartree
LUMO level (alpha / beta) = -2.10 / -2.10 eV

=====

Here is C2H3AgLiO2 as an isolated structure from the OMol25 dataset. Energies are from ωB97M-V/def2-TZVPD.

```
9
Properties=species:S:1:pos:R:3:forces:R:3:lowdin_spin:R:1
Ag -3.39179 -0.41024 -0.32682 0.260 -0.004 0.030 0.731
O 1.54685 -0.72984 0.04034 -0.206 -1.515 -0.565 0.003
O -0.99518 -0.32050 -0.02467 0.172 -0.640 -0.014 0.142
C 1.29352 0.55569 0.19683 0.031 1.374 -0.526 0.006
C -0.17072 0.77221 0.08087 -0.166 -0.002 0.641 0.015
Li -0.11238 -1.88425 0.01164 -0.362 0.698 -0.075 0.100
H 2.47740 -0.88969 -0.16192 0.079 0.285 0.559 0.001
H -0.39480 1.42345 0.95964 -0.028 -0.088 -0.202 0.001
H -0.25290 1.48318 -0.77590 0.219 -0.109 0.152 0.001
```
Forces are in eV/Å.

Properties
HOMO-LUMO gap (alpha / beta) = 4.7 / 7.6 eV
E_HOMO (alpha / beta) = -0.19961 / -0.31392 hartree
LUMO level (alpha / beta) = -0.74 / -0.90 eV
Spin multiplicity = 2